DFT (wB97M-V/def2-TZVPD) results for C38H34LaN6O2S4 as an isolated structure in a non-equilibrium geometry.

Last column: Löwdin charge in e.
Positions of all 85 atoms, in Å:
La -0.1952 -1.2158 -0.8635  1.626
S 2.2309 -0.4678 -2.5644  0.464
C 2.3792 -1.6448 -3.7861  -0.768
C 3.6401 -1.9544 -4.4242  -0.106
C 3.8621 -3.1050 -5.1528  -0.106
C 2.8009 -3.9696 -5.3871  -0.080
C 1.4892 -3.6223 -4.9007  -0.109
C 1.2980 -2.4102 -4.2454  -0.599
S -0.3747 -1.9171 -4.0169  0.908
C -0.4416 -0.1302 -4.5706  -0.336
C -1.5337 0.5365 -3.7832  -0.380
C -2.8355 0.4340 -4.3041  -0.037
C -3.8426 1.1721 -3.7233  -0.054
C -3.5957 1.8875 -2.5288  -0.014
C -2.3419 1.6799 -1.9576  -0.319
C -1.9233 2.3653 -0.6809  -0.358
S -1.7220 1.1525 0.6446  0.888
C -3.1943 0.3341 0.9379  -0.580
C -4.4868 0.9693 0.7474  -0.054
C -5.5987 0.2259 1.1631  -0.090
C -5.3906 -1.1121 1.5613  -0.124
C -4.1570 -1.7111 1.6579  -0.157
C -3.0362 -0.9641 1.3400  -0.808
S -1.4983 -1.6502 1.6929  0.491
N -1.3329 1.0190 -2.5920  0.106
H 4.4381 -1.2116 -4.1552  0.112
H 4.8183 -3.1586 -5.6102  0.095
H 2.8362 -5.0153 -5.8114  0.116
H 0.5934 -4.2445 -4.9963  0.098
H -0.6507 -0.1701 -5.6444  0.090
H 0.5432 0.2982 -4.3978  0.044
H -2.9715 -0.1849 -5.2236  0.135
H -4.8852 1.1488 -4.1736  0.133
H -4.2920 2.5774 -2.1161  0.104
H -2.6498 3.1146 -0.3382  0.091
H -1.0010 2.8305 -0.7863  0.058
H -4.5885 2.0068 0.2949  0.118
H -6.6217 0.5650 1.0013  0.103
H -6.2209 -1.6664 1.9588  0.102
H -4.0793 -2.7068 2.0010  0.097
N 3.5233 3.4731 5.0700  0.131
C 3.8685 4.6497 5.7182  -0.191
C 3.8501 5.0549 7.0181  -0.041
C 4.0873 6.4246 7.3249  -0.071
C 4.1304 7.3694 6.2598  -0.100
C 4.1104 6.9929 4.9223  -0.038
C 3.9346 5.6488 4.6374  -0.215
N 3.5381 5.0367 3.4571  0.161
C 3.3273 3.7131 3.7247  -0.241
C 2.9252 2.7077 2.7476  -0.126
C 2.7866 3.0495 1.4065  0.001
C 2.1556 2.1918 0.5026  -0.152
N 1.7445 0.9685 0.7882  0.023
C 1.8718 0.6198 2.1343  -0.120
C 2.3981 1.4267 3.1196  0.002
H 3.6470 2.5686 5.5884  0.183
H 3.5687 4.4121 7.8544  0.109
H 4.1402 6.8346 8.3495  0.107
H 3.9978 8.4346 6.5677  0.113
H 4.0257 7.7785 4.1377  0.124
H 3.0904 4.0355 1.0884  0.113
H 1.9813 2.5055 -0.5419  0.119
H 1.3984 -0.2604 2.4722  0.073
H 2.5808 1.0824 4.1371  0.108
C 2.0299 -5.1796 1.6360  -0.022
C 2.9522 -4.2968 1.0477  -0.025
C 2.4271 -3.3193 0.1709  -0.107
N 1.1292 -3.3784 -0.1485  -0.104
C 0.3389 -4.4079 0.1290  -0.171
C 0.7047 -5.2977 1.1145  -0.021
H 2.4070 -5.7561 2.4681  0.108
H 3.9537 -4.1565 1.3323  0.092
H 3.0602 -2.5777 -0.2743  0.096
H -0.5504 -4.6493 -0.4358  0.095
H 0.0772 -6.0781 1.4972  0.106
N -5.1343 -2.3555 -1.5882  0.198
C -4.0950 -3.1845 -2.3242  -0.044
C -2.6765 -3.0746 -1.8956  -0.631
O -1.8661 -3.9897 -2.0561  0.024
O -2.3008 -1.8467 -1.5331  -0.363
H -4.8649 -2.2961 -0.5888  0.121
H -6.1071 -2.6596 -1.7781  0.179
H -5.1398 -1.2856 -1.8462  0.209
H -4.1526 -2.8019 -3.3791  0.163
H -4.3424 -4.2117 -2.2989  0.126

For the energy above the lowest of the compared OMol25 structures with the same formula, charge and spin, the calculation gives 1.399 eV. Its HOMO-LUMO gap is 6.05 eV. Its net charge is +1. The lowest unoccupied orbital energy is -3.002 eV. The HOMO energy is -9.0526 eV.

***

DFT (wB97M-V/def2-TZVPD) results for C38H34N10O2SV as an isolated structure.

Last column: Löwdin charge in e.
Positions of all 86 atoms, in Å:
V 0.2579 -0.0620 -1.3875  1.002
O 0.2965 -1.4498 0.0142  -0.184
C 0.8682 -2.6106 -0.0571  -0.354
C 1.5454 -3.1385 1.0629  -0.010
C 2.1420 -4.3776 1.0230  -0.083
C 2.0775 -5.1828 -0.1237  -0.099
C 1.3951 -4.7022 -1.2179  -0.048
C 0.8088 -3.4282 -1.2131  -0.151
C 0.0548 -3.0179 -2.3754  -0.095
N -0.3336 -1.8179 -2.6170  -0.039
C -1.1787 -1.5960 -3.7821  -0.182
C -2.3466 -0.7594 -3.2921  -0.199
N -1.7402 0.3861 -2.6406  -0.022
C -2.1656 1.5530 -2.9283  -0.083
C -1.4899 2.7524 -2.4744  -0.159
C -2.1701 3.9620 -2.3190  -0.052
C -1.5064 5.0959 -1.9002  -0.104
C -0.1288 5.0222 -1.6707  -0.084
C 0.5686 3.8481 -1.8591  -0.008
C -0.0941 2.6710 -2.2657  -0.355
O 0.5724 1.5645 -2.4627  -0.185
H 1.5953 -2.5264 1.9551  0.112
H 2.6673 -4.7358 1.9004  0.102
H 2.5441 -6.1575 -0.1421  0.095
H 1.3064 -5.3061 -2.1149  0.110
H -0.2055 -3.8074 -3.0868  0.135
H -1.5054 -2.5391 -4.2291  0.120
H -0.6190 -1.0194 -4.5252  0.126
H -2.9117 -1.3383 -2.5578  0.050
H -3.0115 -0.4674 -4.1118  0.120
H -3.0491 1.6675 -3.5671  0.137
H -3.2365 3.9922 -2.5176  0.110
H -2.0384 6.0266 -1.7599  0.095
H 0.4053 5.9068 -1.3445  0.102
H 1.6374 3.7957 -1.6917  0.116
C 4.0149 -1.3680 -3.4151  -0.130
C 2.6931 -1.1720 -3.1261  -0.118
N 2.2768 -0.4913 -2.0490  0.034
C 3.2496 0.0421 -1.2437  -0.183
C 4.6098 -0.2165 -1.5588  -0.085
N 5.0008 -0.8929 -2.5991  0.067
C 2.8085 0.8079 -0.1407  -0.181
C 3.6536 1.4320 0.8158  0.054
C 3.1259 2.1301 1.8627  -0.158
C 1.7086 2.2228 1.9876  0.037
C 0.9434 1.6119 1.0303  -0.196
N 1.4553 0.9311 -0.0083  0.040
C -0.5428 1.6138 1.0572  -0.151
C -1.2994 2.3373 1.9714  -0.053
N -2.6235 2.2624 2.0168  0.097
C -3.1989 1.4466 1.1369  -0.109
C -2.4656 0.7512 0.1911  -0.098
N -1.1412 0.8533 0.1344  0.092
C 3.9980 2.7696 2.8734  -0.175
C 5.1963 3.3820 2.5176  -0.016
C 5.9769 3.9566 3.5076  -0.144
N 5.6508 3.9643 4.7976  0.052
C 4.5034 3.3807 5.1319  -0.146
C 3.6492 2.7793 4.2209  -0.019
H 4.3283 -1.9142 -4.2931  0.094
H 1.9239 -1.5663 -3.7763  0.102
H 5.3902 0.1619 -0.9064  0.107
H 4.7259 1.3245 0.7270  0.111
H 1.2671 2.7827 2.7964  0.101
H -0.8260 2.9942 2.6882  0.113
H -4.2763 1.3496 1.1777  0.107
H -2.9429 0.0876 -0.5156  0.085
H 5.5061 3.4316 1.4821  0.113
H 6.9114 4.4433 3.2507  0.104
H 4.2559 3.3910 6.1879  0.103
H 2.7391 2.3046 4.5627  0.110
C -6.1438 -3.6713 0.5703  -0.062
N -5.1467 -3.1435 1.4673  -0.170
C -5.5222 -2.5590 2.7469  -0.126
C -4.1626 -2.1544 3.3185  -0.138
N -3.4043 -1.9625 2.0888  0.015
C -3.9384 -2.6888 1.0688  -0.840
S -3.1765 -2.9292 -0.3911  0.670
H -6.7325 -4.4301 1.0856  0.089
H -5.6428 -4.1193 -0.2837  0.052
H -6.8155 -2.8833 0.2139  0.094
H -6.0466 -3.2815 3.3716  0.123
H -6.1748 -1.6899 2.6008  0.125
H -3.7347 -2.9527 3.9315  0.120
H -4.2098 -1.2415 3.9091  0.116
H -2.4066 -1.8215 2.0877  0.130

For the energy above the lowest of the compared OMol25 structures with the same formula, charge and spin, the calculation gives 0.000 eV. Its HOMO-LUMO gap (spin up / spin down) is 4.96 / 7.38 eV. As for the multiplicity: 4. The lowest unoccupied orbital energy (spin up / spin down) is -0.293 / -0.372 eV. The HOMO energy (spin up / spin down) is -5.2512 / -7.7573 eV.